The following is a DFT calculation (wB97M-V/def2-TZVPD) of C32H33N6O2SSeTi as an isolated structure.

The geometry in XYZ format:
```
76
Properties=species:S:1:pos:R:3:forces:R:3
Ti -1.68447 -0.50302 -0.05884 -0.70 -1.62 1.89
C 2.78369 1.44208 2.44594 0.04 -0.06 -0.02
C 3.64609 0.21890 2.63884 0.04 0.07 -0.04
C 4.65530 0.23377 3.60234 0.00 0.03 0.02
C 5.51902 -0.83618 3.78087 -0.01 0.00 0.00
C 5.38891 -1.96524 2.98359 0.01 -0.01 -0.01
C 4.38187 -2.01485 2.03320 -0.01 -0.03 0.06
C 3.51126 -0.94079 1.86095 0.02 -0.09 -0.12
N 2.52786 -1.04698 0.83368 0.20 0.28 0.12
C 1.18660 -0.83054 1.00317 -0.10 0.01 0.04
N 0.77462 -0.90097 2.27146 -0.32 -0.03 -0.08
C -0.52396 -0.74622 2.85640 0.33 0.03 -0.17
C -1.66426 -0.54411 2.08272 0.08 -0.05 0.62
C -2.83869 -0.39279 2.83521 0.11 0.00 0.21
C -2.87504 -0.46486 4.22144 0.03 0.00 -0.07
C -1.70230 -0.69142 4.92661 -0.05 0.02 0.09
C -0.50091 -0.82637 4.25313 0.11 0.00 0.20
C 0.78850 -1.05879 5.01010 -0.08 0.03 0.03
N 0.39942 -0.59442 -0.01862 0.61 -0.25 -0.19
C 1.00837 -0.66420 -1.31885 -0.01 -0.07 0.17
C 1.08848 -1.90416 -1.94776 -0.01 -0.05 -0.10
C 1.54725 -2.00972 -3.25034 0.05 0.03 -0.05
C 1.95455 -0.86526 -3.92850 -0.04 -0.01 0.02
C 1.91725 0.36186 -3.28225 0.02 0.05 -0.01
C 1.45357 0.48441 -1.97092 0.07 0.27 0.02
C 1.48574 1.82289 -1.27334 0.00 -0.01 -0.17
H 3.33844 2.33825 2.72936 -0.02 -0.07 -0.01
H 1.87599 1.40534 3.05430 0.02 -0.03 -0.02
H 2.46814 1.54979 1.40691 0.02 -0.03 0.05
H 4.77797 1.12762 4.20782 -0.02 -0.09 -0.05
H 6.30015 -0.78294 4.53156 -0.08 0.00 -0.06
H 6.06221 -2.80676 3.10490 -0.06 0.08 -0.01
H 4.25207 -2.89335 1.41023 0.00 0.04 0.05
H 2.83187 -1.24112 -0.10493 0.06 0.03 -0.07
H 1.50495 -1.14693 2.91388 0.06 -0.07 0.11
H -3.77520 -0.20326 2.33398 -0.15 0.02 -0.11
H -3.81384 -0.34721 4.75026 0.02 0.00 -0.01
H -1.71414 -0.75642 6.00986 0.00 0.01 -0.04
H 0.60644 -1.02772 6.08286 -0.01 -0.01 0.01
H 1.54735 -0.29692 4.79037 -0.07 -0.06 0.03
H 1.22931 -2.03861 4.78558 -0.03 0.07 0.01
H 0.76229 -2.78357 -1.40911 -0.10 -0.02 -0.01
H 1.57349 -2.98051 -3.73213 -0.01 0.07 0.03
H 2.29705 -0.92923 -4.95598 0.01 0.00 0.09
H 2.26239 1.25633 -3.79632 -0.06 -0.09 0.03
H 1.19417 2.62794 -1.95360 0.03 -0.06 0.04
H 2.49767 2.04056 -0.91975 -0.01 0.00 -0.02
H 0.82013 1.84364 -0.41434 -0.04 -0.03 0.04
C -1.67973 -0.00118 -4.30161 0.05 -0.06 -0.46
C -1.72984 0.41487 -2.87002 -0.13 0.56 -0.45
O -1.78899 -0.48268 -2.03337 0.06 -0.42 -0.75
C -1.73541 1.81552 -2.48560 0.03 0.06 -0.36
C -1.69121 2.81527 -3.46965 0.02 0.08 -0.25
C -1.69199 4.14727 -3.13911 -0.01 0.15 0.07
C -1.73703 4.51611 -1.78297 0.02 0.03 -0.16
C -1.78174 3.55978 -0.79874 -0.03 0.06 0.02
C -1.78271 2.19530 -1.13244 -0.05 -0.33 0.45
O -1.80714 1.29523 -0.17163 -0.04 2.68 -0.56
H -1.66446 -1.08956 -4.33895 -0.02 0.02 0.01
H -0.77545 0.37944 -4.78510 -0.08 -0.01 0.04
H -2.54029 0.37864 -4.86266 0.08 0.00 0.04
H -1.65204 2.52483 -4.51562 0.00 0.06 0.13
H -1.66071 4.90245 -3.91511 0.01 -0.03 0.07
H -1.73163 5.56654 -1.50850 -0.01 -0.09 -0.04
H -1.80905 3.82057 0.25103 -0.01 -0.01 -0.01
N -4.77208 -1.79236 -2.48670 0.15 -0.27 0.10
C -4.76862 -0.66268 -1.78297 0.25 -0.03 0.20
N -5.01256 0.47008 -2.46038 0.11 0.12 0.03
S -4.48055 -0.64540 -0.10031 -0.13 0.10 -0.35
H -4.70239 -1.78696 -3.49165 -0.06 0.00 -0.01
H -4.45091 -2.63256 -2.02632 0.03 -0.01 -0.04
H -5.01900 0.50141 -3.46733 -0.09 -0.04 0.05
H -4.89623 1.33116 -1.95897 -0.03 0.12 0.05
Se -2.05254 -4.40106 -2.48671 -0.09 0.05 0.02
C -1.91071 -3.30190 -1.09370 0.06 -0.23 -0.05
N -1.80254 -2.55607 -0.20089 -0.04 -0.86 -0.31
```
Forces are in eV/Å.

Output
Kohn-Sham gap (alpha / beta) = 0.247 / 0.268 Eh
<S²> = 0.7551
Energy relative to the best compared isomer or geometry (same formula, charge and spin) = 17.11 kcal/mol
Electronic energy = -5367.49559 a.u.
Highest occupied orbital energy (alpha / beta) = -0.2547 / -0.2822 Ha
Multiplicity = 2